Computed, not measured: a single C6H14N2O molecule in a non-equilibrium geometry, with ωB97M-V/def2-TZVPD.

Each line ends with the natural charge from an NBO analysis.
CARTESIAN COORDINATES (ANGSTROEM)
O (0.807, -2.082, 1.335)  -0.740
N (-0.329, 1.986, 0.832)  -0.724
N (2.315, 1.058, 0.037)  -0.848
C (0.181, 0.838, 1.269)  0.268
C (-1.926, -1.040, 0.172)  -0.634
C (0.961, -1.258, 0.417)  0.302
C (-0.560, -0.182, -1.811)  -0.628
C (-0.618, -1.088, -0.596)  -0.319
C (1.498, 0.346, 0.968)  -0.228
H (2.084, 0.091, 1.855)  0.247
H (-1.327, 2.134, 0.885)  0.412
H (-1.820, -1.551, 1.134)  0.231
H (-2.284, -0.018, 0.343)  0.161
H (-1.371, -0.404, -2.516)  0.208
H (-0.658, 0.879, -1.554)  0.171
H (-0.425, 0.263, 1.957)  0.234
H (2.070, 0.917, -0.934)  0.373
H (2.452, 2.043, 0.221)  0.357
H (1.616, -1.449, -0.453)  0.138
H (0.179, 2.491, 0.119)  0.404
H (-0.491, -2.118, -0.935)  0.203
H (0.377, -0.316, -2.362)  0.202
H (-2.731, -1.538, -0.382)  0.210

The calculation puts the LUMO energy at 0.16 eV. Its gap between HOMO and LUMO is 7.34 eV.

=====

Computed, not measured: a single C6H14N2O molecule in a non-equilibrium geometry, with ωB97M-V/def2-TZVPD.

Each line ends with the natural charge from an NBO analysis.
CARTESIAN COORDINATES (ANGSTROEM)
O (-1.552, 0.087, 0.634)  -0.526
N (0.563, 0.899, 1.988)  -0.494
N (1.647, 0.782, 0.956)  -0.492
C (1.611, -1.273, -0.289)  -0.622
C (0.892, 0.018, -0.042)  0.086
C (-0.103, 0.327, -2.420)  -0.617
C (-2.642, -0.263, 1.441)  -0.256
C (0.588, 0.965, -1.205)  -0.405
C (-0.305, -0.191, 0.975)  0.259
H (-2.867, -1.381, 1.464)  0.178
H (-1.033, -0.115, -1.998)  0.202
H (1.609, 1.271, -1.585)  0.205
H (2.381, 0.228, 1.168)  0.332
H (-0.415, 1.007, -3.154)  0.215
H (0.431, -0.522, -2.795)  0.203
H (1.698, -1.790, 0.668)  0.212
H (2.507, -1.051, -0.701)  0.211
H (-0.254, -1.078, 1.695)  0.162
H (-3.579, 0.078, 0.891)  0.199
H (0.177, 1.942, -0.884)  0.222
H (0.244, 1.760, 1.676)  0.322
H (-2.609, 0.188, 2.413)  0.189
H (1.011, -1.889, -0.898)  0.215

The calculation puts the LUMO energy at 0.92 eV. Its gap between HOMO and LUMO is 9.50 eV. Its structure (SMILES) is CC[C@@]1(C)NN[C@H]1OC.

=====

Computed, not measured: 2 unconnected molecules or ions with the total composition C6H14N2O in a non-equilibrium geometry, with ωB97M-V/def2-TZVPD.

Each line ends with the natural charge from an NBO analysis.
CARTESIAN COORDINATES (ANGSTROEM)
O (2.220, -0.331, -1.115)  -0.630
N (1.238, -2.137, 0.635)  -0.639
N (0.374, -1.434, -0.252)  -0.311
C (-0.395, 1.875, 0.771)  -0.163
C (0.995, -0.448, -1.088)  0.674
C (-1.574, 1.215, 0.830)  -0.425
C (-0.946, -2.021, -0.439)  -0.416
C (0.125, 0.186, -2.144)  -0.719
C (0.512, 2.022, 1.952)  -0.652
H (0.055, -0.465, -3.018)  0.237
H (0.027, 1.700, 2.880)  0.212
H (-1.242, -2.043, -1.491)  0.199
H (-0.999, -3.030, -0.023)  0.227
H (-1.919, 0.709, 1.726)  0.195
H (-2.290, 1.298, 0.018)  0.194
H (1.892, -1.439, 1.005)  0.366
H (-0.162, 2.470, -0.108)  0.197
H (-0.880, 0.376, -1.769)  0.225
H (1.845, -2.720, 0.051)  0.342
H (-1.655, -1.411, 0.126)  0.201
H (1.414, 1.420, 1.798)  0.222
H (0.580, 1.135, -2.439)  0.242
H (0.783, 3.072, 2.095)  0.220

The calculation puts the LUMO energy at 0.93 eV. Its gap between HOMO and LUMO is 9.84 eV. Its structure (SMILES) is CC(=O)N(C)N.C=CC.

=====

Computed, not measured: 2 unconnected molecules or ions with the total composition C6H14N2O in a non-equilibrium geometry, with ωB97M-V/def2-TZVPD.

Each line ends with the natural charge from an NBO analysis.
CARTESIAN COORDINATES (ANGSTROEM)
O (1.564, -0.368, -1.188)  -0.732
N (-1.279, -1.698, 1.048)  -0.636
N (-1.481, -0.725, -0.917)  -0.721
C (-1.498, 0.794, 1.168)  -0.686
C (-2.429, 0.073, -1.682)  -0.411
C (2.444, 1.412, 0.888)  -0.422
C (2.059, -0.917, 0.026)  -0.116
C (-1.336, -0.550, 0.541)  0.384
C (2.508, 0.098, 1.034)  -0.194
H (2.893, -0.334, 1.951)  0.206
H (-2.156, 1.134, -1.695)  0.174
H (-2.458, 1.248, 0.919)  0.228
H (2.033, 1.869, -0.002)  0.191
H (-1.398, -2.102, -0.122)  0.382
H (1.238, -1.502, 0.450)  0.219
H (-0.713, 1.460, 0.808)  0.230
H (2.885, -1.614, -0.180)  0.173
H (2.253, 0.181, -1.580)  0.472
H (-0.614, -0.917, -1.413)  0.411
H (2.790, 2.085, 1.658)  0.205
H (-1.426, 0.677, 2.246)  0.241
H (-2.454, -0.276, -2.714)  0.208
H (-3.423, -0.031, -1.245)  0.194

The calculation puts the LUMO energy at 0.72 eV. Its gap between HOMO and LUMO is 9.09 eV. Its structure (SMILES) is [H]/N=C(/C)NC.C=CCO.

=====

Computed, not measured: 2 unconnected molecules or ions with the total composition C6H14N2O2 in a non-equilibrium geometry, with ωB97M-V/def2-TZVPD.

Each line ends with the natural charge from an NBO analysis.
CARTESIAN COORDINATES (ANGSTROEM)
O (-2.598, 0.520, 2.078)  -0.631
O (1.988, 1.385, -1.167)  -0.710
N (-0.906, -0.610, 1.163)  -0.642
N (1.110, -0.683, -1.306)  -0.663
C (-1.546, 0.609, 1.483)  0.687
C (-0.981, 1.933, 1.061)  -0.732
C (2.387, -1.334, -1.362)  -0.506
C (-0.867, -1.643, 2.158)  -0.569
C (-0.354, 1.068, -1.926)  -0.970
C (0.994, 0.698, -1.316)  0.584
H (-0.052, -2.321, 1.965)  0.175
H (-0.771, 2.477, 2.008)  0.231
H (2.565, -1.915, -0.410)  0.156
H (-0.262, 1.625, -2.876)  0.132
H (3.279, -0.741, -1.572)  0.227
H (-0.003, 2.055, 0.615)  0.251
H (-1.737, -2.314, 2.174)  0.182
H (0.255, -1.177, -1.515)  0.395
H (0.021, -0.478, 0.780)  0.393
H (-1.014, -1.289, 3.198)  0.186
H (-1.791, 2.383, 0.465)  0.239
H (2.288, -2.195, -2.044)  0.173
H (-0.973, 0.204, -2.211)  0.191
H (-1.033, 1.741, -1.443)  0.222

The calculation puts the LUMO energy (alpha / beta) at 3.33 / 3.58 eV. Its gap between HOMO and LUMO (alpha / beta) is 1.90 / 9.52 eV. Its spin multiplicity is 2. Its total charge is -1.

=====

Computed, not measured: a molecular structure, C6H14N2O2 in a non-equilibrium geometry, with ωB97M-V/def2-TZVPD.

Each line ends with the natural charge from an NBO analysis.
CARTESIAN COORDINATES (ANGSTROEM)
O (1.058, -1.648, -0.969)  -0.609
O (-1.003, 1.505, 1.737)  -0.584
N (0.511, 0.707, -0.469)  -0.618
N (1.468, -2.133, 1.781)  -0.844
C (-0.610, -1.403, -0.101)  -0.178
C (-2.224, 1.729, -0.339)  -0.721
C (0.704, -0.722, -0.056)  0.321
C (1.436, -0.763, 1.289)  -0.255
C (-1.369, 1.051, 0.693)  0.552
C (0.571, 0.921, -1.913)  -0.412
H (-1.188, -1.348, -1.015)  0.222
H (0.478, 1.987, -2.122)  0.202
H (-1.385, -0.191, 0.547)  0.081
H (1.171, 1.309, 0.012)  0.381
H (0.908, -0.134, 2.011)  0.219
H (-2.190, 1.206, -1.291)  0.219
H (2.000, -2.199, 2.638)  0.363
H (-1.894, 2.759, -0.469)  0.234
H (1.907, -2.721, 1.079)  0.373
H (-0.254, 0.401, -2.400)  0.193
H (1.493, 0.521, -2.345)  0.204
H (2.433, -0.325, 1.112)  0.169
H (-0.772, -2.253, 0.552)  0.245
H (-3.249, 1.744, 0.038)  0.242

The calculation puts the LUMO energy (alpha / beta) at 0.21 / 0.21 eV. Its gap between HOMO and LUMO (alpha / beta) is 8.77 / 8.77 eV.

=====

Computed, not measured: 2 unconnected molecules or ions with the total composition C6H14N2O2 in a non-equilibrium geometry, with ωB97M-V/def2-TZVPD.

Each line ends with the natural charge from an NBO analysis.
CARTESIAN COORDINATES (ANGSTROEM)
O (-0.316, -1.633, 2.885)  -0.620
O (0.910, 2.697, -2.068)  -0.587
N (-0.702, -1.570, 0.710)  -0.622
N (-0.122, 0.803, -1.344)  -0.669
C (0.362, -0.143, -2.486)  -0.470
C (-2.103, -1.766, 0.754)  -0.435
C (0.413, 2.121, -1.158)  0.690
C (1.542, -1.065, 1.434)  -0.718
C (0.254, 2.860, 0.245)  -0.714
C (0.059, -1.458, 1.766)  0.671
H (-0.330, -1.024, -0.205)  0.393
H (-2.430, -2.816, 0.462)  0.206
H (-0.965, 3.217, 0.262)  0.240
H (1.760, -0.968, 0.336)  0.207
H (0.964, 3.671, 0.248)  0.245
H (1.557, -0.620, -2.303)  0.203
H (-2.458, -1.526, 1.871)  0.238
H (-2.544, -1.002, 0.067)  0.201
H (-0.287, 0.449, -0.454)  0.356
H (0.551, 0.562, -3.348)  0.252
H (1.775, -0.070, 2.062)  0.234
H (-0.523, -1.085, -2.719)  0.234
H (2.190, -1.838, 1.821)  0.241
H (0.443, 2.204, 1.163)  0.224

The calculation puts the LUMO energy at 0.54 eV. Its gap between HOMO and LUMO is 10.46 eV. Its structure (SMILES) is CNC(C)=O.CNC(C)=O.

=====

Computed, not measured: 2 unconnected molecules or ions with the total composition C6H14N2O2 in a non-equilibrium geometry, with ωB97M-V/def2-TZVPD.

Each line ends with the natural charge from an NBO analysis.
CARTESIAN COORDINATES (ANGSTROEM)
O (0.122, -0.794, -0.911)  -0.650
O (0.984, -0.218, 3.881)  -0.619
N (0.244, 0.151, -2.927)  -0.616
N (-0.584, -0.031, 2.271)  -0.627
C (-0.441, -0.163, -1.792)  0.675
C (-1.418, 0.907, 3.028)  -0.436
C (1.527, -0.844, 1.597)  -0.735
C (1.577, -0.378, -3.113)  -0.420
C (-1.790, 0.444, -1.604)  -0.714
C (0.670, -0.377, 2.718)  0.674
H (-0.097, 0.832, -3.580)  0.396
H (-1.436, 1.855, 2.497)  0.192
H (1.948, -0.041, 0.993)  0.232
H (-2.246, 0.155, -0.662)  0.238
H (-2.452, 0.068, -2.375)  0.234
H (2.102, -0.637, -2.203)  0.234
H (-0.756, -0.002, 1.279)  0.394
H (1.591, -1.267, -3.737)  0.195
H (-2.365, 0.418, 3.267)  0.198
H (1.064, -1.537, 0.906)  0.259
H (-1.821, 1.522, -1.744)  0.233
H (2.403, -1.477, 1.785)  0.228
H (-0.997, 1.015, 4.026)  0.237
H (2.169, 0.399, -3.602)  0.198

The calculation puts the LUMO energy at 0.55 eV. Its gap between HOMO and LUMO is 9.71 eV. Its structure (SMILES) is CNC(C)=O.CNC(C)=O.

=====

Computed, not measured: a single C6H14N2O2 molecule in a non-equilibrium geometry, with ωB97M-V/def2-TZVPD.

Each line ends with the natural charge from an NBO analysis.
CARTESIAN COORDINATES (ANGSTROEM)
O (1.209, 2.414, 0.705)  -0.440
O (-3.333, 0.026, -0.502)  -0.695
N (0.216, 0.914, -0.523)  -0.216
N (0.149, 1.848, 0.387)  0.222
C (-1.907, -0.335, 1.363)  -0.640
C (1.447, 0.501, -1.193)  -0.261
C (1.887, -0.845, -0.615)  -0.414
C (-2.165, 0.470, 0.103)  0.076
C (-1.082, 0.411, -0.957)  -0.235
C (2.325, -0.924, 0.897)  -0.616
H (-0.930, -0.001, 1.814)  0.225
H (2.868, -1.076, -1.090)  0.216
H (3.322, -0.424, 1.202)  0.219
H (-1.473, 0.894, -1.908)  0.214
H (-1.699, -1.417, 1.107)  0.192
H (1.521, -0.427, 1.493)  0.204
H (1.133, -1.644, -0.872)  0.204
H (1.275, 0.472, -2.317)  0.212
H (-2.685, -0.253, 2.117)  0.233
H (-0.997, -0.616, -1.191)  0.189
H (2.116, 1.324, -1.046)  0.246
H (-3.209, -0.898, -0.607)  0.450
H (-2.430, 1.517, 0.367)  0.201
H (2.441, -1.931, 1.268)  0.215

The calculation puts the LUMO energy at 0.70 eV. Its gap between HOMO and LUMO is 9.80 eV. Its structure (SMILES) is CCCN(C[C@H](C)O)N=O.

=====

Computed, not measured: a single C6H14N2O2 molecule in a non-equilibrium geometry, with ωB97M-V/def2-TZVPD.

Each line ends with the natural charge from an NBO analysis.
CARTESIAN COORDINATES (ANGSTROEM)
O (0.710, -1.740, 3.123)  -0.432
O (-1.270, 0.229, 0.347)  -0.535
N (-0.964, -0.996, 2.251)  -0.229
N (0.007, -1.844, 2.160)  0.230
C (1.287, 1.199, -2.240)  -0.399
C (-0.946, 0.092, 3.271)  -0.468
C (-0.063, 1.014, -1.470)  -0.417
C (1.694, -0.120, -2.988)  -0.624
C (-0.025, 0.095, -0.286)  -0.083
C (-1.774, -0.840, 1.056)  0.094
H (1.076, 1.994, -3.011)  0.207
H (2.409, 0.141, -3.826)  0.216
H (-0.187, 2.017, -1.018)  0.203
H (-0.915, 0.879, -2.122)  0.212
H (0.278, -0.913, -0.678)  0.179
H (2.184, 1.425, -1.595)  0.206
H (2.171, -0.858, -2.226)  0.207
H (0.183, 0.320, 3.367)  0.243
H (0.716, -0.579, -3.454)  0.200
H (-2.794, -0.601, 1.276)  0.191
H (0.822, 0.366, 0.395)  0.171
H (-1.361, -0.395, 4.202)  0.223
H (-1.562, 0.912, 2.928)  0.218
H (-1.675, -1.796, 0.539)  0.187

The calculation puts the LUMO energy at 0.88 eV. Its gap between HOMO and LUMO is 10.09 eV. Its structure (SMILES) is CCCCOCN(C)N=O.

=====

For the records above, the corresponding E values read -421.64035, -421.62871, -421.70572, -421.65431, -496.93653, -496.86836, -496.91605, -497.01867, -496.90381, -496.88050 a.u..